# C5H15N2O

A cluster of 2 separate species, C5H15N2O in total (ωB97M-V with the def2-TZVPD basis set, the OMol25 dataset).

Calculated values
Total energy   -10444.79489 eV
Charge   +1
LUMO level   -7.377 eV
Orbital gap   5.92 eV

Each line ends with the natural charge from an NBO analysis.
Atoms and positions in Å:
N -2.80535 -1.07553 0.75452  -1.056
C -0.55428 0.42019 -0.33437  0.435
C 0.14940 0.24821 0.97999  -0.614
C 0.56894 1.53908 1.68920  -0.060
O 1.43615 1.30624 2.79065  -0.690
C -0.56128 -0.70054 -1.34163  -0.381
N 0.71517 -0.98366 -2.10791  -0.538
C 1.97646 -0.33379 -1.78962  -0.424
H -2.48813 -0.24309 0.22366  0.321
H -3.13910 -0.82728 1.68552  0.389
H -3.55911 -1.52576 0.26283  0.388
H -0.79470 1.37576 -0.69477  0.204
H -0.42709 -0.27856 1.71918  0.341
H 0.98691 -0.43930 0.87453  0.298
H -0.37305 2.14188 2.14702  0.201
H 1.05029 2.16469 0.90178  0.174
H 2.30038 1.61431 2.55521  0.487
H -0.76937 -1.68106 -0.87345  0.289
H -1.38837 -0.59385 -2.00914  0.224
H 0.84166 -1.95294 -2.28114  0.390
H 1.68635 0.76672 -1.46228  0.177
H 2.59579 -0.92657 -1.05585  0.207
H 2.55232 -0.01514 -2.63391  0.240